[1]
9
Properties=species:S:1:pos:R:3 method="wB97M-V/def2-TZVPD" homo_energy_ev="-7.35 / -9.20" s2=2.021 total_charge=0 spin_multiplicity=3 gap_ev="7.98 / 6.67"
C 1.59 0.61 1.53
C 1.11 1.51 0.72
C -0.57 -0.84 -0.91
C -1.38 -0.16 -1.70
O -0.47 -0.79 0.50
S -2.11 0.65 -2.87
S -0.22 0.44 1.48
H 2.02 0.21 2.45
H 0.03 -1.63 -1.21

=====

[2]
7
Properties=species:S:1:pos:R:3 method="wB97M-V/def2-TZVPD" homo_energy_ev="-8.96 / -9.06" total_charge=0 spin_multiplicity=1 gap_ev="8.08 / 8.29"
C -0.04 1.44 0.02
C -0.69 -0.87 0.03
C 0.31 0.06 0.03
C -1.33 1.28 0.10
S -2.25 -0.20 -0.03
H 0.69 2.18 -0.10
H -0.47 -2.24 0.29

=====

[3]
7
Properties=species:S:1:pos:R:3 method="wB97M-V/def2-TZVPD" homo_energy_ev="-7.90 / -10.07" s2=2.034 total_charge=0 spin_multiplicity=3 gap_ev="6.55 / 7.23"
C -0.60 0.88 0.06
C -1.81 0.44 -0.09
C 0.48 -1.46 -0.11
C -2.95 1.02 -0.31
Si 1.21 0.05 0.17
H 1.66 -1.89 -0.64
H 2.01 0.95 0.92

=====

[4]
58
Properties=species:S:1:pos:R:3 method="wB97M-V/def2-TZVPD" homo_energy_ev=-7.71 total_charge=-1 spin_multiplicity=1 gap_ev=9.26
O 3.47 0.05 0.68
C 2.25 0.18 0.46
O 1.46 0.97 1.01
B 0.09 0.97 0.37
O 0.15 -0.30 -0.42
C 1.38 -0.71 -0.45
O 1.83 -1.66 -1.07
O -0.28 2.10 -0.56
C -1.57 2.39 -0.40
O -2.30 3.17 -1.05
C -2.05 1.56 0.90
O -1.04 0.91 1.24
O -3.16 1.68 1.49
O -0.33 -0.12 5.79
H 0.47 -0.28 6.28
H -0.17 -0.51 4.93
O 1.83 -2.24 -5.60
H 1.57 -1.32 -5.71
H 1.76 -2.39 -4.66
O -7.22 -0.97 0.23
H -7.33 -1.92 0.12
H -6.36 -0.87 0.63
O -7.01 2.25 -4.31
H -6.13 2.10 -3.97
H -6.90 2.90 -5.01
O -0.77 -5.36 -1.71
H -0.37 -4.60 -2.13
H -0.03 -5.92 -1.48
O 7.90 1.43 3.81
H 8.08 1.30 4.74
H 7.01 1.79 3.79
O -6.09 0.33 5.14
H -6.87 0.62 4.66
H -5.37 0.81 4.73
O 1.69 -2.60 3.86
H 1.64 -3.55 3.95
H 2.21 -2.46 3.07
O 1.93 5.39 1.14
H 1.43 4.59 1.29
H 2.78 5.09 0.81
O 4.40 -5.99 -1.86
H 3.94 -5.18 -1.63
H 3.94 -6.67 -1.38
O -3.06 7.71 -0.18
H -3.11 6.82 -0.51
H -2.93 8.25 -0.97
O -4.06 -3.56 -1.70
H -3.49 -4.30 -1.52
H -3.47 -2.84 -1.92
O 6.53 -3.66 2.90
H 6.32 -2.73 2.84
H 7.31 -3.77 2.35
O -4.32 7.38 -4.69
H -3.56 6.97 -4.28
H -4.97 7.44 -3.99
O 6.96 -3.31 -3.66
H 7.75 -3.68 -3.28
H 6.25 -3.66 -3.13

=====

[5]
46
Properties=species:S:1:pos:R:3 method="wB97M-V/def2-TZVPD" homo_energy_ev=-11.13 total_charge=+1 spin_multiplicity=1 gap_ev=8.72
C -0.95 1.42 -0.97
C 0.14 0.67 -0.19
C -0.34 -0.10 0.94
C -0.60 0.46 2.13
N -0.91 -0.05 3.40
N -0.38 -1.57 0.84
N -0.38 2.64 -1.61
H -1.82 1.61 -0.25
H -1.41 0.80 -1.84
H 0.86 1.37 0.37
H 0.72 0.07 -0.90
H -0.57 1.54 2.12
H -1.03 -0.95 3.68
H -1.15 0.67 4.10
H 0.11 -2.04 1.69
H 0.16 -1.92 0.03
H -1.30 -1.91 0.82
H -0.30 3.43 -0.91
H 0.54 2.42 -1.96
H 1.23 -3.19 3.33
H 1.95 -1.93 3.24
O 1.07 -2.25 3.15
H 1.02 0.55 -3.62
H 2.25 0.96 -3.89
O 1.78 0.86 -3.08
H -0.79 -1.08 -2.32
H -0.23 -1.48 -3.59
O -0.38 -0.72 -3.05
H -2.21 3.66 1.77
H -1.29 3.41 0.44
O -1.34 3.60 1.34
H 3.30 1.20 -0.60
H 2.44 0.49 -1.66
O 2.77 0.46 -0.71
H 2.20 -2.27 -0.66
H 2.03 -1.46 -1.76
O 1.46 -2.09 -1.21
H -4.07 1.09 -0.29
H -3.26 0.95 0.99
O -3.59 0.43 0.23
H 4.18 -1.58 1.19
H 3.09 -0.66 0.56
O 3.22 -1.59 0.93
H -2.50 -0.77 -0.61
H -3.17 -1.89 -1.29
O -2.34 -1.55 -1.12

=====

[6]
47
Properties=species:S:1:pos:R:3 method="wB97M-V/def2-TZVPD" homo_energy_ev=-13.71 total_charge=+1 spin_multiplicity=1 gap_ev=10.81
O 1.73 -2.36 -1.52
C 1.58 -1.38 -2.21
O 2.27 -1.35 -3.38
C 0.86 -0.02 -2.00
C 1.49 1.29 -2.39
C 0.57 2.02 -3.41
N 0.58 0.17 -0.55
H 2.85 -2.05 -3.67
H -0.12 0.03 -2.49
H 2.37 1.07 -2.87
H 1.62 1.99 -1.60
H -0.40 1.40 -3.53
H 1.01 2.10 -4.46
H 0.26 3.08 -3.26
H 0.03 -0.68 -0.10
H -0.21 0.86 -0.38
H 1.37 0.61 -0.03
H -0.10 -0.24 2.60
H -0.28 -0.19 4.14
O 0.22 0.19 3.35
H -1.68 1.84 0.54
H -2.01 0.36 0.69
O -1.76 1.07 0.08
H 1.77 -2.35 3.06
H 1.97 -1.53 4.27
O 2.39 -1.98 3.59
H -0.58 1.75 3.92
H 0.24 2.92 3.89
O -0.51 2.65 3.63
H -2.14 -1.67 -1.61
H -2.72 -3.22 -1.60
O -2.02 -2.62 -1.21
H 0.90 -2.55 0.90
H -0.35 -2.81 -0.02
O 0.09 -2.18 0.64
H -1.41 -1.44 1.34
H -2.85 -1.27 1.34
O -2.00 -0.89 1.81
H -3.40 -0.03 -1.55
H -3.47 -1.00 -2.49
O -2.69 -0.37 -2.31
H 2.61 -0.99 2.15
H 3.44 -0.26 1.04
O 2.47 -0.61 1.30
H -1.97 4.01 1.44
H -0.89 3.13 1.87
O -1.18 3.49 1.03

=====

[7]
48
Properties=species:S:1:pos:R:3 method="wB97M-V/def2-TZVPD" homo_energy_ev=-5.89 total_charge=-1 spin_multiplicity=1 gap_ev=8.62
C -0.85 0.88 -2.86
C -0.78 1.08 -1.35
C 0.25 0.09 -0.68
C -0.25 -1.24 -0.06
O -1.06 -1.99 -0.64
O 0.25 -1.34 1.00
N -2.17 0.71 -0.85
H -1.73 0.32 -3.06
H 0.05 0.42 -3.44
H -0.94 1.84 -3.50
H -0.42 2.18 -1.12
H 1.12 -0.17 -1.32
H 0.79 0.59 0.18
H -2.94 1.23 -1.21
H -2.41 0.21 -0.06
H 0.87 3.12 -0.15
H 1.26 4.51 0.01
O 0.91 3.91 -0.68
H 3.01 1.03 -1.30
H 2.94 1.11 0.19
O 2.96 1.60 -0.52
H 2.93 -1.34 -1.36
H 3.54 -0.74 -2.70
O 3.06 -0.63 -1.92
H -0.53 -1.84 -3.48
H -0.45 -2.64 -2.15
O -0.12 -2.46 -2.94
H 0.09 0.69 3.53
H 0.42 1.00 4.99
O 0.59 1.27 4.19
H -0.91 -2.12 1.71
H -2.22 -2.73 2.44
O -1.37 -2.32 2.60
H -1.15 4.82 -0.67
H -2.12 3.60 -0.85
O -2.09 4.59 -0.67
H -2.82 -1.82 -0.70
H -3.73 -3.09 -0.84
O -3.73 -2.27 -0.54
H 2.64 0.18 2.99
H 2.02 -0.84 2.04
O 2.89 -0.48 2.36
H 1.67 -3.08 1.41
H 3.03 -3.72 2.11
O 2.28 -3.77 1.38
H -1.04 -0.49 2.36
H -2.16 -0.15 3.30
O -1.59 0.26 2.83

=====

[8]
47
Properties=species:S:1:pos:R:3 method="wB97M-V/def2-TZVPD" homo_energy_ev=-9.19 total_charge=0 spin_multiplicity=1 gap_ev=9.02
C -0.60 2.84 -2.15
C -0.16 1.38 -1.81
C -0.50 1.02 -0.36
N 1.29 1.27 -2.02
C 1.78 0.52 -3.07
O 1.51 -0.92 -2.92
H -0.62 3.38 -1.21
H 0.16 3.22 -2.83
H -1.58 2.88 -2.61
H -0.67 0.82 -2.59
H -0.16 1.89 0.17
H -1.58 0.85 -0.32
H -0.22 0.00 -0.10
H 1.86 1.29 -1.21
H 1.45 0.72 -4.10
H 2.84 0.70 -3.20
H 2.35 -1.39 -2.95
O -0.86 3.54 1.69
H -1.73 3.14 1.56
H -0.28 2.97 2.20
O 2.99 0.35 0.68
H 3.18 0.06 -0.23
H 2.85 -0.50 1.15
O -3.25 1.89 1.06
H -3.55 2.60 0.48
H -4.05 1.43 1.34
O -0.55 -2.66 -2.44
H -1.08 -1.90 -2.18
H 0.36 -2.34 -2.56
O 2.59 -1.36 2.87
H 3.08 -0.64 3.30
H 1.70 -1.00 2.99
O -0.58 -1.56 3.98
H -0.56 -2.24 3.31
H -1.50 -1.34 4.18
O -2.61 -3.33 -0.55
H -1.69 -3.65 -0.55
H -2.94 -3.84 0.20
O 2.00 -3.22 -0.68
H 1.78 -2.56 -1.34
H 1.10 -3.51 -0.46
O 2.31 1.34 3.08
H 1.69 2.02 3.37
H 2.26 1.47 2.12
O -3.65 -1.82 1.50
H -2.96 -1.93 0.82
H -3.21 -1.87 2.36

=====

[9]
50
Properties=species:S:1:pos:R:3 method="wB97M-V/def2-TZVPD" homo_energy_ev=-8.91 total_charge=0 spin_multiplicity=1 gap_ev=8.87
C -1.92 -3.01 -1.03
C -1.50 -1.71 -0.40
C -0.11 -1.71 0.24
S -0.16 -2.83 1.65
N -1.46 -0.73 -1.54
C -0.80 -0.87 -2.68
O 0.02 -1.71 -3.00
O -1.09 0.16 -3.51
H -1.16 -3.32 -1.73
H -2.04 -3.85 -0.34
H -2.77 -2.98 -1.70
H -2.20 -1.17 0.22
H 0.12 -0.68 0.46
H 0.69 -1.94 -0.46
H 0.63 -2.23 2.56
H -2.03 0.09 -1.48
H -0.58 0.06 -4.32
O 2.44 -2.15 -1.53
H 2.52 -3.05 -1.22
H 1.74 -2.11 -2.21
O 0.30 2.24 1.19
H -0.52 2.66 0.90
H 0.99 2.81 0.84
O -2.05 0.87 4.61
H -1.37 1.39 4.14
H -2.88 0.84 4.12
O -1.96 2.04 -0.43
H -1.18 1.99 -1.02
H -2.60 2.70 -0.66
O 3.10 1.52 1.43
H 4.04 1.38 1.64
H 2.84 0.84 0.77
O 1.24 0.22 3.31
H 1.06 0.97 2.72
H 1.75 0.66 4.01
O 1.82 0.60 -0.79
H 0.88 0.84 -0.87
H 1.86 -0.30 -1.17
O 0.78 -4.87 -0.77
H 0.31 -5.11 0.05
H 0.54 -3.99 -0.98
O 2.20 3.38 -0.36
H 2.71 2.58 -0.31
H 2.91 3.99 -0.62
O -3.16 2.43 2.55
H -2.31 2.88 2.66
H -3.17 2.08 1.66
O 0.15 2.64 -2.15
H 0.77 3.08 -1.53
H 0.62 2.36 -2.93

=====

[10]
51
Properties=species:S:1:pos:R:3 method="wB97M-V/def2-TZVPD" homo_energy_ev=-7.24 total_charge=-1 spin_multiplicity=1 gap_ev=9.83
O -0.74 0.89 -1.16
C 0.14 0.72 -0.29
O -0.31 0.91 0.94
C 1.50 0.05 -0.45
C 1.90 -0.03 -1.91
C 1.56 -1.29 -2.60
O 0.96 -1.32 -3.66
H 1.32 -0.95 0.04
H 2.36 0.61 -0.05
H 1.53 0.93 -2.44
H 3.04 0.03 -1.97
H 1.95 -2.21 -2.18
H 3.57 -1.67 0.49
H 2.79 -3.03 0.50
O 3.35 -2.48 -0.09
H -0.56 -3.21 0.84
H -1.10 -2.47 2.16
O -0.41 -3.10 1.81
H -1.39 2.74 -0.40
H -1.99 3.61 -1.54
O -1.64 3.66 -0.64
H 0.77 2.11 1.40
H 1.60 1.92 2.73
O 1.44 2.53 2.00
H -1.31 -2.06 -1.39
H -2.38 -3.12 -1.32
O -1.39 -3.02 -1.24
H 2.65 3.17 0.19
H 1.74 3.58 -0.97
O 2.63 3.50 -0.70
H -3.05 1.61 2.53
H -2.98 2.86 1.51
O -3.45 2.11 1.83
H -0.73 0.18 -4.05
H -0.71 1.20 -2.82
O -0.72 1.10 -3.80
H -3.63 0.98 0.07
H -2.23 0.45 -0.50
O -3.12 0.22 -0.19
H -2.29 -0.48 1.34
H -1.03 -0.54 1.86
O -1.86 -1.09 2.01
H -3.56 -1.58 -0.51
H -2.99 -2.70 0.32
O -3.75 -2.46 -0.22
H 0.69 0.13 1.82
H 0.51 -1.20 2.45
O 1.23 -0.49 2.50
H 2.76 -0.85 2.22
H 3.66 0.24 1.67
O 3.68 -0.70 1.88

=====

[11]
45
Properties=species:S:1:pos:R:3 method="wB97M-V/def2-TZVPD" homo_energy_ev="-6.21 / -7.21" s2=3.771 total_charge=-1 spin_multiplicity=4 gap_ev="8.46 / 9.96"
Cr 0.31 -1.58 1.69
B 0.25 -3.56 1.10
H 0.74 -3.48 2.06
H -0.70 -3.07 1.19
H 0.92 -2.94 0.51
H 0.23 -4.58 0.75
B -0.93 -1.16 3.35
H -0.46 -0.27 2.96
H -0.14 -1.80 3.69
H -1.62 -0.94 4.15
H -1.35 -1.79 2.58
B -0.13 -0.31 0.06
H -0.90 -1.02 0.29
H -0.27 0.37 -0.76
H -0.07 0.30 0.95
H 0.73 -0.94 -0.08
B 2.39 -1.19 2.05
H 3.45 -1.07 2.17
H 1.90 -1.80 2.80
H 1.83 -0.29 2.21
H 2.14 -1.64 1.10
C 2.37 1.62 -2.26
O 2.28 0.23 -2.14
H 1.73 1.91 -3.09
H 2.18 2.05 -1.27
H 3.38 1.86 -2.62
H 1.52 0.09 -1.57
C 0.75 3.89 0.75
O 1.66 4.32 1.71
H 1.14 3.95 -0.27
H 0.40 2.87 0.95
H -0.15 4.49 0.70
H 1.29 4.08 2.56
C -1.81 2.75 -2.48
O -2.30 1.57 -1.96
H -0.74 2.52 -2.53
H -2.09 2.95 -3.51
H -1.81 3.65 -1.87
H -1.67 1.21 -1.33
C -2.88 -1.89 -2.45
O -2.97 -3.29 -2.31
H -2.08 -1.62 -3.15
H -3.73 -1.47 -2.99
H -2.71 -1.33 -1.53
H -2.08 -3.62 -2.15

=====

[12]
48
Properties=species:S:1:pos:R:3 method="wB97M-V/def2-TZVPD" homo_energy_ev=-9.78 total_charge=0 spin_multiplicity=1 gap_ev=9.84
N -1.58 -2.28 -0.62
C -1.90 -1.47 -1.84
C -1.04 -0.20 -1.97
C -0.81 0.58 -0.67
C -2.12 0.81 0.11
N -2.19 2.19 0.67
H -1.80 -1.75 0.21
H -2.11 -3.14 -0.67
H -2.99 -1.38 -1.94
H -1.65 -2.20 -2.62
H -1.79 0.42 -2.49
H -0.16 -0.38 -2.58
H -0.46 1.60 -0.86
H -0.01 0.26 -0.01
H -3.00 0.77 -0.54
H -2.11 0.05 0.90
H -1.25 2.52 0.84
H -2.57 2.06 1.60
O 0.98 -0.08 1.79
H 1.29 0.75 1.40
H 1.83 -0.47 2.01
O 2.61 -0.31 -0.29
H 2.31 -0.96 -0.94
H 2.90 0.44 -0.82
O 1.59 -2.39 2.81
H 1.95 -2.38 3.70
H 2.10 -2.93 2.21
O 2.30 -1.59 -4.02
H 2.76 -1.30 -3.23
H 1.86 -2.40 -3.72
O -2.81 -0.24 3.44
H -3.25 -0.83 2.83
H -1.97 0.05 3.08
O 1.35 -2.46 -1.36
H 1.79 -3.15 -0.84
H 0.42 -2.53 -1.06
O -0.02 4.05 -1.54
H -0.04 4.37 -0.64
H 0.19 3.12 -1.58
O 1.89 2.14 -2.11
H 1.61 2.79 -2.77
H 1.64 1.32 -2.56
O 1.42 2.82 1.30
H 1.61 2.95 0.36
H 0.58 3.22 1.51
O 0.49 -0.80 4.81
H 0.63 -1.02 3.87
H -0.47 -0.68 4.85

=====

| no. | largest force on an atom (eV/A) |
| --- | --- |
| 1 | 2.44 |
| 2 | 6.14 |
| 3 | 5.34 |
| 4 | 6.19 |
| 5 | 4.43 |
| 6 | 10.20 |
| 7 | 10.83 |
| 8 | 2.47 |
| 9 | 2.52 |
| 10 | 3.74 |
| 11 | 4.69 |
| 12 | 2.51 |